ORCA calculation (ωB97M-V/def2-TZVPD) on a 2-piece molecular cluster, C2H3Cl2N overall in a non-equilibrium geometry.

```
8
Properties=species:S:1:pos:R:3:forces:R:3:mulliken_charge:R:1
C -0.397 0.782 -0.218 0.551 -0.004 0.255 -0.21
C 2.165 -0.888 0.849 -1.100 -0.076 1.211 -0.05
N 0.832 0.579 0.031 -0.120 -0.134 -0.183 -0.18
Cl 3.436 -0.852 -0.245 0.749 -0.182 -0.861 -0.08
Cl 1.855 1.945 0.074 -0.315 0.299 -0.099 -0.04
H -1.044 -0.084 -0.238 0.022 -0.185 -0.014 0.25
H -0.832 1.763 -0.384 0.112 0.072 0.011 0.24
H 1.517 -1.743 0.571 0.100 0.212 -0.319 0.07
```
Forces are in eV/Å.

- LUMO: 0.18 eV
- Energy above the lowest of the compared OMol25 structures with the same formula, charge and spin: 105.4 kcal per mole
- Frontier orbital gap: 0.303 Ha
- Energy: -28652.367 eV
- Net charge: 0
- E_HOMO: -8.1 eV

ORCA calculation (ωB97M-V/def2-TZVPD) on a single C2H3Cl2N molecule in a non-equilibrium geometry.

```
8
Properties=species:S:1:pos:R:3:forces:R:3:mulliken_charge:R:1
Cl -0.283 -2.191 -1.368 -0.754 0.002 -0.429 -0.17
C -0.508 -0.892 -0.236 0.445 1.253 1.777 0.02
C 0.650 0.109 -0.072 -1.667 1.279 1.051 -0.32
N 0.461 -1.016 0.799 1.502 -1.091 1.719 -0.24
Cl 0.050 -0.877 2.557 -0.004 0.404 -1.877 -0.11
H -1.472 -0.609 0.213 0.027 -0.288 -1.236 0.35
H 1.462 -0.005 -0.757 0.562 0.017 -0.162 0.22
H 0.482 1.157 0.350 -0.111 -1.576 -0.843 0.24
```
Forces are in eV/Å.

- LUMO: 0.17 eV
- Energy above the lowest of the compared OMol25 structures with the same formula, charge and spin: 45.8 kcal per mole
- SMILES: Cl[C@@H]1CN1Cl
- Frontier orbital gap: 0.363 Ha
- Energy: -28654.949 eV
- Net charge: 0
- E_HOMO: -9.7 eV